Entry 1:
Computed, not measured: 9 unconnected molecules or ions with the total composition C45H45N9 at a distorted geometry, with ωB97M-V/def2-TZVPD.

Each line ends with the Löwdin charge.
Atoms and positions in Å:
N  3.612  -0.155  -1.984  0.064
C  3.384  0.947  -2.743  -0.166
C  3.260  0.945  -4.119  -0.069
C  3.142  -0.289  -4.788  -0.082
C  3.195  -1.481  -4.051  -0.050
C  3.537  -1.310  -2.687  -0.146
H  3.508  1.885  -2.223  0.094
H  3.223  1.846  -4.715  0.100
H  3.039  -0.216  -5.861  0.100
H  3.222  -2.445  -4.537  0.101
H  3.692  -2.178  -2.064  0.092
N  -0.925  -0.271  -1.016  0.062
C  0.342  0.060  -0.858  -0.164
C  0.728  1.149  -0.096  -0.072
C  -0.174  1.850  0.640  -0.079
C  -1.522  1.520  0.523  -0.085
C  -1.867  0.501  -0.366  -0.105
H  1.013  -0.551  -1.445  0.081
H  1.767  1.431  -0.012  0.081
H  0.176  2.623  1.308  0.096
H  -2.243  2.120  1.058  0.090
H  -2.901  0.234  -0.526  0.088
N  -2.927  0.475  3.187  0.072
C  -1.588  0.343  3.305  -0.170
C  -0.827  1.157  4.104  -0.090
C  -1.419  2.135  4.860  -0.071
C  -2.783  2.376  4.697  -0.104
C  -3.498  1.512  3.923  -0.132
H  -1.147  -0.327  2.581  0.105
H  0.203  0.892  4.293  0.103
H  -0.833  2.732  5.543  0.104
H  -3.303  3.014  5.396  0.099
H  -4.575  1.578  3.886  0.101
N  6.422  -1.461  2.098  0.059
C  5.316  -0.855  1.555  -0.145
C  4.056  -1.439  1.548  -0.085
C  3.866  -2.569  2.295  -0.098
C  4.959  -3.193  2.882  -0.069
C  6.217  -2.585  2.813  -0.143
H  5.387  0.124  1.106  0.082
H  3.190  -0.891  1.209  0.095
H  2.904  -3.021  2.484  0.094
H  4.821  -4.061  3.510  0.097
H  7.133  -3.013  3.193  0.099
N  1.618  -4.834  -2.896  0.059
C  2.565  -5.341  -2.091  -0.163
C  2.703  -5.031  -0.746  -0.056
C  1.776  -4.109  -0.247  -0.097
C  0.866  -3.525  -1.057  -0.089
C  0.798  -3.883  -2.405  -0.127
H  3.223  -6.106  -2.476  0.098
H  3.513  -5.474  -0.184  0.101
H  1.695  -3.916  0.812  0.089
H  0.239  -2.748  -0.645  0.084
H  0.157  -3.367  -3.104  0.084
N  3.043  2.399  3.851  0.059
C  2.217  3.477  3.719  -0.162
C  2.222  4.273  2.580  -0.085
C  3.084  3.934  1.515  -0.068
C  3.831  2.742  1.561  -0.084
C  3.871  2.061  2.781  -0.115
H  1.661  3.784  4.593  0.094
H  1.580  5.141  2.545  0.099
H  3.208  4.582  0.659  0.101
H  4.532  2.417  0.806  0.093
H  4.584  1.259  2.902  0.080
N  -4.806  7.621  1.663  0.044
C  -4.661  7.957  2.990  -0.116
C  -4.118  7.013  3.896  -0.080
C  -3.741  5.733  3.493  -0.091
C  -3.836  5.395  2.148  -0.064
C  -4.437  6.356  1.307  -0.143
H  -5.112  8.903  3.252  0.096
H  -4.060  7.235  4.951  0.092
H  -3.347  5.119  4.289  0.078
H  -3.515  4.428  1.790  0.084
H  -4.594  6.042  0.286  0.094
N  -2.171  -2.255  -7.159  0.046
C  -3.142  -2.431  -6.195  -0.105
C  -2.819  -2.078  -4.874  -0.067
C  -1.511  -1.625  -4.624  -0.073
C  -0.548  -1.505  -5.640  -0.079
C  -0.908  -1.891  -6.890  -0.172
H  -4.131  -2.839  -6.346  0.098
H  -3.502  -2.101  -4.037  0.072
H  -1.172  -1.299  -3.651  0.076
H  0.480  -1.175  -5.622  0.082
H  -0.242  -1.746  -7.728  0.102
N  -5.083  -4.989  -0.208  0.054
C  -5.593  -3.777  0.121  -0.159
C  -5.168  -2.600  -0.426  -0.095
C  -4.097  -2.600  -1.317  -0.086
C  -3.472  -3.823  -1.632  -0.056
C  -4.064  -5.012  -1.111  -0.126
H  -6.378  -3.679  0.856  0.100
H  -5.731  -1.681  -0.358  0.102
H  -3.908  -1.640  -1.776  0.082
H  -2.723  -3.968  -2.396  0.082
H  -3.661  -5.961  -1.433  0.096

Summary:
Net charge: 0
Structure (SMILES): c1ccncc1.c1ccncc1.c1ccncc1.c1ccncc1.c1ccncc1.c1ccncc1.c1ccncc1.c1ccncc1.c1ccncc1
ΔE to the lowest compared entry with this formula, charge and spin: 2.355 eV
LUMO level: 0.3 eV

***

Entry 2:
Computed, not measured: a molecular structure, C45H47Cl3InN10OP2S2, with ωB97M-V/def2-TZVPD.

Each line ends with the Löwdin charge.
Atoms and positions in Å:
In  -1.219  1.059  -0.413  0.544
C  -5.303  5.778  1.456  -0.080
C  -3.814  5.693  1.163  -0.247
N  -3.243  4.424  1.603  -0.019
C  -3.075  3.361  0.790  -0.805
S  -2.756  1.816  1.556  0.681
N  -3.196  3.536  -0.508  0.021
N  -2.910  2.391  -1.181  -0.072
C  -3.572  2.049  -2.217  -0.235
C  -4.644  2.880  -2.840  0.000
C  -3.333  0.655  -2.676  -0.211
C  -3.913  0.170  -3.839  0.002
C  -3.818  -1.180  -4.132  -0.029
C  -3.158  -2.016  -3.248  -0.049
C  -2.565  -1.450  -2.134  -0.189
N  -2.640  -0.153  -1.854  0.033
H  -5.693  6.755  1.169  0.076
H  -5.502  5.639  2.520  0.074
H  -5.850  5.013  0.904  0.074
H  -3.271  6.498  1.660  0.112
H  -3.622  5.776  0.096  0.101
H  -3.345  4.190  2.579  0.116
H  -4.935  3.667  -2.151  0.075
H  -5.515  2.278  -3.096  0.088
H  -4.273  3.348  -3.755  0.103
H  -4.439  0.843  -4.500  0.121
H  -4.268  -1.574  -5.033  0.123
H  -3.088  -3.080  -3.420  0.116
H  -2.006  -2.057  -1.433  0.086
Cl  3.891  2.141  -6.279  0.677
C  2.749  2.047  -4.978  -0.683
C  1.769  1.077  -4.986  -0.143
C  0.877  0.998  -3.930  -0.557
Cl  -0.319  -0.259  -4.026  0.780
C  0.906  1.854  -2.819  -0.444
O  0.090  1.827  -1.796  -0.221
C  1.915  2.839  -2.889  -0.552
Cl  2.048  4.012  -1.615  0.760
C  2.819  2.944  -3.928  -0.138
H  1.694  0.375  -5.804  0.107
H  3.571  3.720  -3.910  0.109
C  4.473  -5.235  2.916  -0.415
S  3.037  -5.250  4.008  0.807
C  1.746  -4.887  2.798  -0.514
C  1.717  -3.431  2.354  -0.265
C  0.672  -3.211  1.270  -0.242
N  0.697  -1.836  0.717  -0.413
P  -0.270  -0.655  1.448  0.934
C  0.659  0.026  2.841  -0.366
C  0.012  0.885  3.731  -0.115
C  0.715  1.451  4.782  -0.061
C  2.065  1.170  4.950  -0.063
C  2.710  0.311  4.072  -0.060
C  2.010  -0.264  3.021  -0.110
C  -1.690  -1.460  2.230  -0.371
C  -1.658  -1.897  3.554  -0.074
C  -2.747  -2.566  4.091  -0.054
C  -3.871  -2.803  3.312  -0.056
C  -3.909  -2.374  1.993  -0.055
C  -2.823  -1.703  1.456  -0.115
P  0.861  -1.526  -1.021  1.023
C  1.406  -3.136  -1.672  -0.395
C  2.615  -3.720  -1.281  -0.105
C  2.986  -4.954  -1.780  -0.059
C  2.166  -5.611  -2.694  -0.064
C  0.979  -5.030  -3.106  -0.066
C  0.599  -3.795  -2.591  -0.091
C  2.435  -0.606  -1.189  -0.355
C  2.767  0.431  -0.328  -0.107
C  3.921  1.174  -0.523  -0.081
C  4.742  0.910  -1.609  -0.068
C  4.395  -0.092  -2.504  -0.062
C  3.252  -0.847  -2.294  -0.095
H  5.330  -5.541  3.511  0.032
H  4.668  -4.243  2.510  0.025
H  4.338  -5.950  2.106  0.035
H  0.802  -5.166  3.270  0.078
H  1.886  -5.548  1.939  0.080
H  2.698  -3.138  1.968  0.095
H  1.512  -2.794  3.218  0.094
H  -0.327  -3.424  1.666  0.111
H  0.841  -3.915  0.459  0.097
H  -1.037  1.126  3.593  0.064
H  0.209  2.119  5.466  0.113
H  2.612  1.615  5.770  0.111
H  3.758  0.079  4.208  0.114
H  2.509  -0.940  2.342  0.088
H  -0.783  -1.717  4.167  0.112
H  -2.718  -2.902  5.118  0.113
H  -4.722  -3.317  3.737  0.112
H  -4.789  -2.548  1.390  0.113
H  -2.871  -1.352  0.434  0.059
H  3.266  -3.195  -0.591  0.117
H  3.921  -5.402  -1.472  0.110
H  2.463  -6.572  -3.091  0.110
H  0.352  -5.532  -3.830  0.108
H  -0.321  -3.333  -2.925  0.077
H  2.120  0.684  0.501  0.053
H  4.170  1.973  0.165  0.105
H  5.637  1.496  -1.768  0.112
H  5.016  -0.290  -3.368  0.113
H  2.998  -1.629  -3.001  0.112
N  0.187  6.093  0.788  0.154
N  0.513  4.767  0.995  -0.301
N  1.578  4.395  1.664  0.149
C  1.443  3.074  1.639  -0.203
N  0.342  2.699  0.983  -0.011
N  -0.247  3.811  0.587  0.066
H  1.057  6.615  0.805  0.104
H  -0.253  6.150  -0.126  0.103
H  2.131  2.400  2.118  0.106

Summary:
Net charge: +1
ΔE to the lowest compared entry with this formula, charge and spin: 0.642 eV
LUMO level: -2.9 eV